No. 1
20
Properties=species:S:1:pos:R:3:forces:R:3 method="wB97M-V/def2-TZVPD" relative_energy_kj_mol=91.2 largest_force_ha_per_bohr=0.03943 homo_ha=-0.3095 total_energy_ev=-16246.3562 total_charge=0 orbital_gap_ev=9.41 lumo_ev=0.988 smiles=CCSC.CC
C 1.14945 2.09361 -1.04315 0.6017 -0.4529 0.5270
C 0.32509 0.84408 -1.30104 -1.5220 0.2072 -0.9668
S -1.39184 0.96970 -0.66336 -0.6250 -0.5387 0.0518
C -1.59599 0.34829 1.06833 0.9633 0.8762 -1.0268
H 0.90627 2.56102 -0.08912 -0.0928 -0.0131 -0.0708
H 1.02361 2.81248 -1.83803 -0.2106 0.2880 -0.1162
H 2.20594 1.85398 -1.00713 0.3294 -0.0676 -0.0237
H -0.04456 0.86962 -2.33516 0.4307 0.1685 -0.1400
H 0.79690 -0.13623 -1.31182 0.1382 0.0347 0.9195
H -2.23495 -0.52354 1.15544 0.2193 -0.1476 -0.1891
H -0.56102 0.20021 1.36407 -0.2051 -0.3537 0.6358
H -2.02137 1.19359 1.59050 -0.0482 -0.0239 0.4082
C 0.73577 -2.95434 1.08468 0.4880 -1.6453 -0.6730
C 1.80993 -1.91122 1.07380 1.0199 1.7008 0.4216
H 0.11522 -3.01208 1.97074 0.0659 0.4143 0.3011
H 0.06841 -2.94885 0.22634 -0.0685 0.4804 -0.1359
H 1.22015 -3.93649 1.00379 -0.1183 -0.0084 0.1387
H 1.39674 -0.90703 1.21090 -0.0150 -0.0195 0.0504
H 2.58816 -2.00450 1.84453 -0.6058 -0.3353 0.3702
H 2.48055 -1.79865 0.21123 -0.7452 -0.5641 -0.4820

***

No. 2
20
Properties=species:S:1:pos:R:3:forces:R:3 method="wB97M-V/def2-TZVPD" relative_energy_kj_mol=94.6 largest_force_ha_per_bohr=0.05160 homo_ha=-0.3099 total_energy_ev=-16246.3203 total_charge=0 orbital_gap_ev=9.38 lumo_ev=0.952 smiles=CCC.CSC
C 0.61485 2.43612 1.83972 -0.1643 -0.6367 1.8851
C 0.10267 0.94910 1.91270 1.4649 2.1401 0.5617
C -1.34783 0.76964 1.53737 0.5607 -1.3119 0.3540
H 0.85226 2.97553 0.92650 -0.4655 -0.4672 -0.3912
H 1.53614 2.42168 2.43732 0.0458 0.2627 -0.2140
H -0.09548 2.99632 2.47109 0.2061 0.3117 -0.5443
H 0.18224 0.75305 2.98994 -0.1685 -0.1150 -0.0515
H 0.93780 0.35616 1.53471 -0.7511 -0.5537 -0.8355
H -1.49738 -0.30978 1.55970 -0.5267 -0.1329 -0.1561
H -1.93737 1.16710 2.36543 -0.2333 0.3096 -0.3993
H -1.63211 1.11544 0.55228 -0.0569 0.3249 0.0449
C 0.99258 -1.86581 -0.46572 0.3287 1.5789 -0.8161
S -0.41038 -0.88537 -1.07784 -0.0048 -0.8054 -0.3051
C 0.21724 -0.57496 -2.73090 -0.6664 -0.6381 -0.0713
H 1.90886 -1.27873 -0.67283 -0.3441 0.0552 0.6628
H 1.19266 -2.75619 -1.04769 -0.6552 -0.6744 0.4114
H 0.75984 -1.91789 0.59116 0.5526 -0.7138 0.1239
H -0.60868 -0.11503 -3.28308 0.5423 0.6635 0.1493
H 1.12018 -0.00675 -2.54104 0.0385 0.3877 -0.8655
H 0.40057 -1.48670 -3.31479 0.2972 0.0149 0.4566

***

No. 3
20
Properties=species:S:1:pos:R:3:forces:R:3 method="wB97M-V/def2-TZVPD" relative_energy_kj_mol=110.1 largest_force_ha_per_bohr=0.04641 homo_ha=-0.3343 total_energy_ev=-16246.1601 total_charge=0 orbital_gap_ev=10.05 lumo_ev=0.951 smiles=CCC.CCS
C -1.88438 -0.47692 1.10244 -0.4035 -0.0562 -0.7250
C -1.58099 1.00776 1.30637 -1.0125 -0.4481 -1.3669
C -1.28889 1.67348 -0.05518 0.2425 0.1340 -0.3347
H -1.10682 -0.80897 0.41649 -0.0963 -0.6733 0.2059
H -2.05406 -1.17340 1.92140 0.7484 0.3767 0.5800
H -2.83987 -0.59706 0.58862 0.0282 0.3047 -0.4842
H -2.49380 1.51912 1.59111 0.1548 0.0875 1.0606
H -0.73435 1.17746 1.94896 -0.0052 0.0728 0.5541
H -2.10901 2.27102 -0.45131 -0.0551 0.1335 0.2896
H -0.42668 2.28827 0.07467 0.4537 1.0375 0.0526
H -0.98157 1.07893 -0.91070 -0.1797 -0.9140 0.1808
C 1.42583 -1.63355 -0.67085 0.1989 -0.4784 -1.3283
C 1.84606 -0.21031 -1.19696 -0.4400 -2.3453 0.0387
S 3.62193 0.05859 -0.98895 -0.1840 0.4406 0.1478
H 1.02514 -2.20440 -1.51851 -0.0691 0.1908 -0.0463
H 0.71304 -1.87385 0.09630 -0.1945 0.9336 0.7839
H 2.33056 -2.16166 -0.46397 0.6044 -0.4257 0.4853
H 1.72880 -0.42039 -2.25553 0.0963 0.9838 -0.2937
H 1.17850 0.56370 -0.87749 0.0470 0.6075 0.1578
H 3.63056 -0.07783 0.34309 0.0656 0.0380 0.0419

***

Please write out number 1 again, unchanged.
20
Properties=species:S:1:pos:R:3:forces:R:3 method="wB97M-V/def2-TZVPD" relative_energy_kj_mol=91.2 largest_force_ha_per_bohr=0.03943 homo_ha=-0.3095 total_energy_ev=-16246.3562 total_charge=0 orbital_gap_ev=9.41 lumo_ev=0.988 smiles=CCSC.CC
C 1.14945 2.09361 -1.04315 0.6017 -0.4529 0.5270
C 0.32509 0.84408 -1.30104 -1.5220 0.2072 -0.9668
S -1.39184 0.96970 -0.66336 -0.6250 -0.5387 0.0518
C -1.59599 0.34829 1.06833 0.9633 0.8762 -1.0268
H 0.90627 2.56102 -0.08912 -0.0928 -0.0131 -0.0708
H 1.02361 2.81248 -1.83803 -0.2106 0.2880 -0.1162
H 2.20594 1.85398 -1.00713 0.3294 -0.0676 -0.0237
H -0.04456 0.86962 -2.33516 0.4307 0.1685 -0.1400
H 0.79690 -0.13623 -1.31182 0.1382 0.0347 0.9195
H -2.23495 -0.52354 1.15544 0.2193 -0.1476 -0.1891
H -0.56102 0.20021 1.36407 -0.2051 -0.3537 0.6358
H -2.02137 1.19359 1.59050 -0.0482 -0.0239 0.4082
C 0.73577 -2.95434 1.08468 0.4880 -1.6453 -0.6730
C 1.80993 -1.91122 1.07380 1.0199 1.7008 0.4216
H 0.11522 -3.01208 1.97074 0.0659 0.4143 0.3011
H 0.06841 -2.94885 0.22634 -0.0685 0.4804 -0.1359
H 1.22015 -3.93649 1.00379 -0.1183 -0.0084 0.1387
H 1.39674 -0.90703 1.21090 -0.0150 -0.0195 0.0504
H 2.58816 -2.00450 1.84453 -0.6058 -0.3353 0.3702
H 2.48055 -1.79865 0.21123 -0.7452 -0.5641 -0.4820